Here is a 23-piece molecular cluster, C78H158N8O44S6 overall from the Open Molecules 2025 dataset. Energies are from ωB97M-V with the def2-TZVPD basis set.

Results
DFT total energy	-9204.63838	Eh
HOMO	-8.64	eV

Geometry as XYZ:
```
294
Properties=species:S:1:pos:R:3:forces:R:3:lowdin_charge:R:1
S 18.4539 10.6071 27.8015 0.05 0.23 2.10 0.7019
S 18.2590 17.5091 18.8568 -2.69 -2.12 -0.69 0.7252
S 15.2096 16.8432 14.3720 -1.00 -0.80 -0.68 0.6178
S 14.4566 21.8427 21.6844 -0.81 -0.53 0.62 0.6908
S 13.8329 13.4189 18.0816 -0.75 -0.55 -2.63 0.6683
S 23.2857 19.5269 27.3223 -1.50 -1.26 -0.87 0.6427
O 21.6107 20.7222 22.8599 -0.97 0.42 -0.47 0.0564
O 14.8240 20.0689 17.4643 0.70 1.31 -3.79 0.0713
O 19.4095 11.7641 27.1937 0.63 -1.69 0.63 -0.2539
O 19.0120 17.6868 20.3196 -0.43 0.21 -2.82 -0.2827
O 24.4395 17.1296 20.1663 0.15 0.21 -0.30 0.0694
O 24.5542 18.8605 27.2399 0.13 0.46 0.59 -0.2911
O 17.9568 10.4632 16.3502 0.79 0.72 -0.35 -0.0081
O 13.7760 13.6556 19.4853 0.53 -0.13 0.60 -0.2864
O 15.6094 22.5743 20.8260 0.20 -0.59 2.03 -0.2693
O 12.6405 17.5871 18.3179 -1.26 0.95 0.10 0.0778
O 16.1532 18.0827 22.6955 -0.61 0.56 2.04 0.0649
O 23.2882 8.2040 19.7988 -0.90 1.93 -0.98 0.0758
O 19.5966 12.6264 21.5061 2.13 1.21 -0.25 0.0366
O 11.5511 19.1897 22.9152 0.35 -0.29 0.07 0.1279
O 18.1737 18.7799 18.1262 1.42 -1.53 1.34 -0.3054
O 17.1391 11.2369 28.1088 2.64 -1.41 -0.47 -0.3345
O 14.3668 20.4614 15.2258 -0.15 -0.10 0.96 -0.0186
O 15.7792 17.4321 13.1726 -0.42 -0.72 1.14 -0.2833
O 21.4512 9.1448 18.9717 -1.28 0.50 -1.05 0.0567
O 18.7728 16.6479 28.6661 0.09 -0.15 -0.27 0.0284
O 18.6950 16.2523 18.1542 -0.49 3.36 2.02 -0.3302
O 14.9578 21.6701 23.0730 -0.78 0.47 -3.21 -0.3045
O 21.5703 20.7406 11.2425 -0.19 -0.06 -0.61 0.0116
O 16.8371 19.2396 24.4835 -0.10 -0.40 -0.34 -0.0026
O 22.2217 18.9169 28.1261 1.56 1.36 -0.91 -0.2947
O 19.1358 22.3790 17.5505 0.60 -0.98 -0.34 0.0834
O 12.4298 12.6605 17.6520 1.79 0.73 0.65 -0.2473
O 22.6513 16.0203 24.8415 -0.36 0.29 0.09 0.0409
O 12.6410 17.4005 22.0455 -0.85 1.24 1.29 -0.0150
O 22.5339 14.5017 16.6990 -0.28 -1.03 -0.80 0.0244
O 19.9108 14.5899 12.6614 -2.25 -0.36 -1.51 0.0371
O 19.7435 20.3623 21.7215 1.44 -0.19 -0.50 0.0075
O 20.3844 21.0157 16.3258 0.44 -0.79 -1.40 0.0442
O 14.9192 12.6825 17.4297 -2.46 1.09 1.59 -0.2837
O 14.9829 15.2259 14.2063 0.91 1.75 0.78 -0.3020
O 16.7965 14.6384 24.7007 -0.69 -1.26 0.80 0.0092
O 24.5578 19.1931 19.3815 -0.33 0.61 -1.00 0.0575
O 19.2325 9.8844 28.8627 -2.14 2.20 -3.20 -0.3117
O 11.6980 19.4235 19.2005 -0.23 -0.81 0.50 0.0160
O 21.7542 19.1261 12.7487 -0.71 1.41 0.33 0.1000
O 23.4742 21.1043 27.7218 -0.22 -0.89 0.15 -0.2710
O 15.8182 17.0291 15.6593 -0.21 -0.01 -0.64 -0.2683
O 26.3171 20.1859 23.0053 -0.29 0.72 0.00 0.0015
O 13.2042 22.5658 21.4467 1.65 -1.07 0.41 -0.3063
N 17.3719 12.5885 16.3239 -0.38 1.91 -0.05 0.0200
N 17.6517 11.7641 20.9718 -0.90 -0.34 -0.35 0.0346
N 24.1372 15.1165 18.1549 0.75 -0.85 0.07 0.0311
N 24.7687 21.6351 22.4040 -2.56 1.31 -1.21 0.0370
N 20.7906 15.5214 14.4770 0.57 -0.43 0.02 0.0393
N 22.9519 15.7576 22.6267 0.39 0.87 -0.73 0.0260
N 14.7263 13.5851 24.6663 0.05 -0.19 0.35 0.0364
N 18.4168 16.5131 26.4393 -0.34 0.84 0.89 0.0357
C 11.3263 20.5818 17.3089 -1.41 2.67 -0.86 -0.1726
C 19.9511 13.4740 25.4793 0.30 -1.08 0.87 -0.0461
C 14.8284 18.0510 24.8035 -0.09 1.00 0.63 -0.0341
C 20.8206 14.6688 13.4350 0.84 0.95 -0.35 -0.6159
C 25.9520 21.3554 22.8009 4.34 -1.00 1.26 -0.5559
C 19.8122 20.7512 12.8088 1.39 0.17 0.44 -0.0712
C 16.4585 17.2399 19.4373 1.57 -0.24 0.18 -0.0475
C 18.4192 22.1210 22.4709 -2.10 -0.32 0.73 -0.1246
C 18.1395 9.5168 26.3802 0.01 0.80 0.29 -0.1102
C 25.5530 20.1904 19.1644 0.77 1.59 0.03 -0.1363
C 15.2075 20.4318 16.3286 -1.34 -1.29 2.12 -0.3811
C 23.8596 21.3073 29.1041 -0.07 1.13 1.17 -0.2513
C 16.5720 20.8083 15.8855 1.45 -0.02 -1.29 -0.0446
C 10.2361 13.6617 17.5143 0.04 -0.46 -0.46 -0.0696
C 21.0464 10.3670 18.2889 0.06 0.26 -0.27 -0.1148
C 22.0867 13.9137 13.1831 -0.26 -0.04 0.35 0.0070
C 18.8885 12.8085 26.3776 -1.42 1.75 -0.35 -0.2718
C 26.5633 18.3532 20.2247 0.01 -1.59 0.00 -0.0731
C 21.3661 19.9791 16.5560 0.44 -0.16 0.70 -0.0976
C 24.0542 17.6087 23.7550 -0.21 0.54 -1.45 0.0010
C 11.5223 19.1836 16.8678 -0.19 -0.36 0.47 -0.0715
C 13.4481 17.2756 14.4581 0.88 0.30 0.02 -0.0851
C 15.8237 14.1504 24.1111 0.89 2.11 -0.21 -0.5116
C 17.5546 12.4150 19.6356 -0.86 -0.20 0.74 -0.0278
C 25.0975 18.1059 19.8868 0.63 -0.63 1.98 -0.4534
C 26.9990 22.4991 23.0478 0.39 -1.70 -0.15 0.0126
C 20.6651 20.8393 18.6224 0.11 -0.05 0.47 -0.0839
C 11.2251 12.9465 18.3868 -0.81 -0.72 0.21 -0.2826
C 21.1642 20.1169 12.3736 -0.29 -1.85 -0.16 -0.4481
C 18.6599 11.2313 23.1874 -1.10 0.14 -0.77 0.0130
C 10.8943 20.5275 18.7474 -0.07 -0.38 -0.25 -0.1200
C 19.3431 16.5393 21.1331 0.77 1.36 2.68 -0.1880
C 22.6903 19.7088 25.5893 -0.14 0.92 2.22 -0.1090
C 22.7243 9.1904 19.3244 1.69 -1.94 1.69 -0.4856
C 11.9670 18.5967 18.1665 2.83 -1.25 0.34 -0.4472
C 19.9504 21.4721 17.4694 -1.71 1.91 1.63 -0.5013
C 10.7843 16.0816 21.5242 -0.37 -0.86 0.00 -0.1357
C 22.9305 15.2560 17.5578 0.19 1.72 0.80 -0.5195
C 20.4355 21.0009 22.6406 2.29 -0.26 1.51 -0.4677
C 10.2231 17.4463 21.8886 1.63 -0.12 0.45 -0.0611
C 12.3187 16.2065 21.3719 -0.87 0.22 -0.71 -0.1641
C 23.1285 16.4270 23.7903 0.36 -1.84 1.47 -0.5477
C 19.4580 11.9809 15.1573 -0.58 -0.12 0.85 0.0102
C 26.9070 19.5791 19.4721 0.97 0.46 -0.45 -0.1530
C 18.6697 11.9297 21.8127 0.49 -0.47 0.88 -0.5800
C 24.3501 22.9009 21.8755 -1.37 1.02 0.12 -0.0677
C 16.6411 15.8100 28.0410 0.68 0.06 -0.96 0.0039
C 19.7143 16.4312 14.7082 -0.75 0.45 1.42 -0.0742
C 22.0758 16.4746 17.9615 0.88 -0.42 0.06 0.0384
C 17.6371 14.0289 16.2366 -0.09 -0.62 0.28 -0.0572
C 16.5312 23.5828 18.9150 0.80 1.19 0.13 -0.0604
C 14.9645 19.1795 25.9145 -1.08 -1.84 -0.85 -0.1096
C 15.3862 22.7899 19.4542 -0.56 -0.02 -1.31 -0.2902
C 14.5576 13.1558 26.0590 0.31 -0.79 0.09 -0.0512
C 14.4744 20.2072 20.8055 -0.31 0.95 1.24 -0.0715
C 23.2928 10.5962 19.1773 -0.56 -0.81 -0.29 -0.0670
C 16.5536 20.5718 14.3274 -0.38 0.45 0.98 -0.1174
C 22.2921 11.2362 18.2418 0.03 1.12 -0.34 -0.1719
C 22.4912 14.3839 22.4697 -0.26 -0.52 0.55 -0.0590
C 18.3989 20.7681 21.7186 -0.36 0.61 0.38 -0.1315
C 14.9585 14.6323 12.8872 -0.36 0.82 0.47 -0.2482
C 19.7135 17.0898 26.0183 -0.62 -1.73 -1.47 -0.0359
C 15.7617 14.5400 22.6564 -0.75 -0.74 -0.79 0.0027
C 25.0671 14.0427 17.7904 -0.20 0.38 -0.30 -0.0518
C 24.0545 22.8320 29.4180 1.18 -1.02 -0.91 -0.0594
C 14.0475 13.4651 13.0009 0.18 -1.63 -0.47 -0.0691
C 11.4906 18.1327 22.3609 1.05 0.70 -0.86 -0.4581
C 15.9326 18.4366 23.8547 1.07 -0.65 -1.79 -0.4271
C 18.2320 11.6292 16.0126 -0.03 -2.07 -0.35 -0.5456
C 19.9017 17.2492 22.4498 -0.92 -0.83 -1.01 -0.0271
C 19.9635 22.0930 12.1042 -2.33 0.17 -0.26 -0.1793
C 20.5933 21.7243 10.7971 1.53 0.27 1.22 -0.1430
C 21.8544 20.2276 17.9862 1.42 -0.27 -0.59 -0.1567
C 18.0550 16.3421 27.7219 -0.31 0.89 1.66 -0.5640
C 16.4055 19.6487 25.7803 -1.32 0.20 0.46 -0.1508
C 15.0768 20.8502 14.0378 1.11 -0.74 -0.31 -0.1521
C 13.5605 14.9760 17.2203 -0.22 -0.93 0.77 -0.1111
C 19.5861 21.9955 23.4450 0.51 -0.58 -1.43 -0.0374
H 10.5782 18.6730 16.6775 -0.31 0.17 -0.41 0.1428
H 18.7876 16.2259 14.1721 0.52 -0.12 -0.57 0.0786
H 19.5976 14.0273 24.6092 -0.62 -0.26 0.16 0.0654
H 14.0921 12.9432 12.0450 -0.46 0.11 -0.29 0.0869
H 16.3997 20.7383 25.8113 0.54 -0.08 0.08 0.1271
H 18.0675 20.8027 20.6808 -0.15 0.11 0.09 0.1278
H 12.6212 16.3700 20.3376 -0.04 -0.35 -0.08 0.0985
H 14.5291 15.3871 12.2284 0.27 -0.11 -0.40 0.1125
H 10.5682 15.4488 22.3851 0.00 -0.46 -0.29 0.1143
H 12.6454 15.3927 17.6412 0.30 0.10 0.25 0.0384
H 19.3747 21.4974 24.3912 -0.41 -0.08 -0.03 0.1272
H 17.1158 21.2395 13.6746 0.40 0.18 0.57 0.1010
H 15.7544 17.1577 18.6093 0.50 0.12 -0.30 0.0475
H 17.3380 20.2157 16.3857 -0.22 -0.01 0.13 0.1047
H 24.7747 20.7519 29.3096 0.19 0.19 -0.23 0.1135
H 16.8389 11.3958 21.4449 -0.27 -0.12 -0.81 0.1296
H 21.9410 20.4866 25.7370 -0.09 0.02 -0.59 0.0588
H 18.3796 23.0031 21.8318 0.63 -0.15 -0.15 0.1161
H 17.5075 11.6868 18.8259 0.05 -0.20 0.22 0.0698
H 24.1297 22.8545 20.8091 -0.05 -0.16 -0.09 0.0783
H 13.0149 13.6706 13.2831 0.09 0.36 -0.20 0.0836
H 18.0532 12.4474 25.7776 0.05 -0.23 -0.05 0.0730
H 14.7506 18.6897 26.8644 0.08 0.46 0.18 0.1043
H 22.0726 13.4560 12.1939 -0.22 0.11 0.16 0.0850
H 16.7672 15.1453 28.8956 -0.26 -0.17 -0.26 0.0869
H 10.5545 21.0610 16.7066 0.05 0.31 -0.06 0.1254
H 19.0057 20.1102 12.4527 0.03 0.09 -0.53 0.1245
H 20.5285 12.6171 25.1322 0.50 0.29 -0.30 0.0772
H 20.0221 11.0671 14.9707 -0.14 0.12 -0.09 0.0837
H 23.4970 16.2457 21.9304 -0.23 -0.90 -0.80 0.0851
H 20.5456 22.8420 12.6412 -0.01 -0.29 0.17 0.1280
H 21.2015 22.5595 10.4499 -0.34 -0.18 -0.66 0.1284
H 22.5150 14.0089 21.4465 0.32 0.53 -0.11 0.0772
H 9.3100 13.7839 18.0759 -0.02 0.24 -0.09 0.0858
H 9.7415 17.9816 21.0702 0.06 0.15 0.29 0.1245
H 20.1675 19.9784 19.0688 -0.85 0.76 0.32 0.1072
H 16.8084 21.8500 16.1026 -0.21 0.12 0.22 0.1216
H 16.5376 23.6096 17.8253 -0.08 -0.09 0.04 0.0743
H 23.1248 20.9160 29.8077 -0.36 -0.22 -0.41 0.1118
H 11.2631 13.4964 19.3272 1.17 0.00 0.01 0.1054
H 22.9104 14.6254 13.2388 0.30 -0.50 0.44 0.0871
H 20.2056 10.8600 18.7767 0.15 -0.34 0.61 0.1149
H 19.8719 21.3272 10.0829 0.35 -0.15 -0.14 0.1320
H 20.0125 17.4746 14.6061 0.07 0.09 -0.56 0.0714
H 25.3870 21.0237 19.8472 -0.35 -0.16 0.22 0.1037
H 19.6132 17.9935 25.4171 -0.27 0.27 0.33 0.0703
H 13.9576 13.4011 24.0376 0.23 -0.11 0.06 0.1330
H 24.9866 23.7748 22.0143 0.55 -0.66 0.22 0.0812
H 24.1058 20.8765 22.3322 -0.11 -0.10 0.01 0.1329
H 15.9344 16.5948 28.3108 0.34 0.30 0.15 0.0702
H 25.7206 13.8037 18.6295 -0.31 -0.10 0.16 0.0840
H 12.1817 19.0859 16.0054 0.10 -0.30 0.55 0.0987
H 18.6519 14.1824 16.6037 -0.06 0.52 -0.29 0.0736
H 18.9224 9.4407 25.6256 0.42 0.06 0.59 0.0644
H 20.1585 15.8970 20.8004 -0.38 0.08 -0.83 0.1062
H 27.0333 23.3798 22.4065 -0.44 -0.05 0.30 0.0637
H 25.7272 14.3992 16.9997 -0.02 -0.18 -0.28 0.0813
H 24.6092 17.8227 24.6684 -0.51 -0.13 0.02 0.0936
H 15.5324 19.9560 20.8806 -0.18 -0.29 -0.26 0.0460
H 15.3350 21.8732 18.8667 0.08 -0.46 0.46 0.0881
H 9.6785 17.4752 22.8323 -0.79 -0.26 -0.49 0.1305
H 23.4395 23.1954 22.3973 -0.29 -0.06 -0.21 0.0835
H 27.9299 21.9529 22.8952 0.14 0.10 -0.27 0.0727
H 23.1783 23.4614 29.5731 -0.08 -0.43 -0.17 0.0727
H 16.1527 18.0447 20.1058 0.36 0.02 -0.13 0.0322
H 21.3678 16.1735 18.7337 -0.11 0.03 -0.13 0.0722
H 13.3591 18.3615 14.4887 0.20 -0.05 0.05 0.0415
H 18.4340 13.5261 27.0607 0.05 0.15 -0.05 0.1080
H 24.7523 17.5832 22.9183 0.27 -0.43 0.08 0.0654
H 19.9651 16.2959 25.3151 1.04 0.44 -0.29 0.0391
H 17.4554 14.4544 15.2497 0.37 -0.16 -0.17 0.0716
H 16.4888 16.3124 20.0089 -0.08 -0.04 -0.03 0.0463
H 16.2348 15.3508 27.1398 -0.13 -0.51 0.21 0.0336
H 10.8688 11.9478 18.6395 -0.22 0.06 0.09 0.1262
H 17.3209 10.0563 25.9038 -0.32 -0.55 0.04 0.0484
H 20.7093 17.9402 22.2079 0.14 -0.30 -0.05 0.0732
H 24.5203 13.1664 17.4425 0.11 0.08 0.09 0.0680
H 27.1457 17.5194 19.8328 -0.09 -0.24 0.28 0.1308
H 24.2927 10.5055 18.7530 0.03 0.30 0.46 0.1251
H 21.4768 14.1608 22.8003 -0.30 0.77 0.00 0.0514
H 20.8806 19.0042 16.5998 -0.20 0.01 -0.71 0.1090
H 23.0538 13.6894 23.0936 0.51 0.11 -0.01 0.0866
H 17.5147 23.2386 19.2349 -0.18 -0.72 -0.16 0.0611
H 24.7503 22.9489 30.2488 -0.40 -0.29 0.48 0.0702
H 24.6868 23.2240 28.6213 -0.38 0.31 -0.39 0.0679
H 14.0522 20.2409 19.8012 0.41 0.42 0.06 0.0449
H 13.7730 13.6516 26.6305 0.09 0.51 -0.34 0.0844
H 22.6929 20.9216 18.0438 0.23 -0.11 -0.30 0.1146
H 13.8346 17.9533 24.3666 0.18 0.58 -0.39 0.1062
H 22.0133 12.2585 18.4972 0.22 0.05 0.15 0.1051
H 12.8488 15.3499 21.7883 0.05 0.16 0.09 0.1089
H 20.5883 14.1663 26.0295 0.10 -0.27 0.13 0.0796
H 14.8054 20.2373 13.1783 -0.69 0.01 0.21 0.1208
H 18.3452 13.1278 19.4013 0.17 -0.20 0.61 0.0856
H 14.9952 17.0387 25.1716 0.60 -0.01 0.26 0.1116
H 23.4025 18.4166 23.4224 0.06 0.55 0.47 0.0643
H 14.2236 19.9532 25.7132 0.16 0.03 0.05 0.1144
H 19.1159 17.8333 22.9288 -0.17 -0.08 -0.07 0.0611
H 14.4047 12.6802 13.6675 0.25 0.32 0.42 0.0866
H 23.2411 11.0272 20.1772 0.48 0.07 -0.01 0.1292
H 10.6497 14.6157 17.1872 -0.29 0.10 0.01 0.0664
H 23.5212 20.0323 24.9624 -0.27 -0.17 0.11 0.0558
H 17.4642 22.1559 22.9953 -0.04 0.21 0.15 0.0910
H 20.5392 17.1697 26.7255 -0.76 -0.10 0.52 0.0851
H 15.2458 13.8399 21.9992 -0.28 -0.18 0.06 0.0657
H 17.7109 16.2441 25.7689 0.52 -0.09 -0.43 0.0874
H 26.7394 18.3966 21.2996 -0.43 0.09 0.08 0.1197
H 15.2030 15.4753 22.6220 0.16 0.24 -0.12 0.0735
H 22.1341 19.2968 18.4797 0.19 0.18 -0.18 0.0936
H 21.5263 15.4154 15.1609 -0.10 0.09 0.21 0.0876
H 13.3510 14.7536 16.1740 0.68 0.01 0.03 0.0667
H 19.6437 10.8331 23.4357 -0.09 0.27 -0.10 0.0939
H 22.7050 17.2714 18.3581 -0.06 -0.08 0.06 0.0483
H 20.2104 16.4594 23.1346 0.24 0.14 -0.02 0.0559
H 12.9517 16.9128 13.5580 0.08 -0.21 0.16 0.0786
H 22.6979 11.3036 17.2324 -0.05 -0.17 -0.07 0.1114
H 18.4356 15.9979 21.4004 0.10 -0.17 -0.29 0.0981
H 19.1307 12.4644 14.2369 0.11 -0.04 -0.08 0.0811
H 15.4874 13.1853 26.6271 0.08 0.42 -0.28 0.0678
H 10.3465 15.6682 20.6156 -0.11 -0.17 0.17 0.1044
H 14.4205 15.5969 17.4711 -0.13 0.15 -0.52 0.0579
H 21.5512 16.8287 17.0741 -0.12 -0.15 0.13 0.0636
H 15.9852 14.3883 12.6140 -0.15 -0.05 -0.17 0.1354
H 13.8473 19.5234 21.3776 0.22 0.04 0.25 0.0519
H 18.9666 22.4793 11.8919 -0.03 0.52 0.21 0.1118
H 10.0329 13.0335 16.6471 -0.12 0.23 -0.16 0.0848
H 20.9691 21.6239 19.3153 -0.56 -0.27 0.35 0.1371
H 20.1487 22.8953 23.6941 -0.05 -0.04 -0.29 0.1243
H 18.3156 11.9709 23.9104 0.38 0.05 0.04 0.0482
H 16.7479 14.6747 22.2120 0.02 0.12 0.47 0.0722
H 20.6909 10.2223 17.2687 0.01 -0.90 0.13 0.1076
H 22.1348 20.0551 15.7870 -0.27 -0.19 -0.02 0.1337
H 14.2911 12.0991 26.0800 -0.08 -0.11 -0.20 0.0811
H 9.8414 20.2702 18.8622 -0.10 -0.08 0.09 0.1282
H 27.5746 20.2574 20.0033 -0.27 0.08 0.16 0.1234
H 25.5277 20.6464 18.1747 -0.48 -0.55 -0.22 0.1303
H 11.0975 21.4325 19.3201 0.26 -0.28 0.08 0.1359
H 16.9486 14.5605 16.8936 0.09 -0.14 0.17 0.0690
H 17.8960 8.5450 26.8095 -0.25 0.16 -0.21 0.0716
H 17.9167 10.4347 23.2213 0.06 -0.24 -0.07 0.0727
H 16.6094 12.9572 19.6627 -0.02 0.13 -0.34 0.0584
H 16.5650 24.6121 19.2719 -0.54 0.21 -0.03 0.0825
H 17.9028 19.9786 22.2830 -0.66 0.26 -0.13 0.1066
H 22.0264 13.1375 13.9460 1.03 -0.14 0.09 0.0746
H 27.0730 22.6949 24.1175 -0.55 0.47 -0.04 0.0844
H 12.2041 21.2275 17.2811 0.31 -0.44 -0.39 0.1216
H 14.4031 23.2478 19.3441 0.09 0.44 -0.12 0.1204
H 19.6112 20.8468 13.8758 0.63 -0.15 0.08 0.1003
H 24.5503 15.7534 18.8212 -0.96 0.30 0.00 0.0839
H 16.9485 19.1924 26.6080 0.76 0.12 -0.47 0.1220
H 13.0804 16.8429 15.3885 -0.11 0.01 -0.21 0.0478
H 16.8822 19.5582 14.0975 -0.38 -0.07 0.01 0.0962
H 27.4837 19.2546 18.6059 -0.34 0.37 -0.43 0.1191
H 16.5221 12.3285 16.8039 0.39 -0.27 -0.18 0.0631
H 14.9404 21.9061 13.8041 -0.34 0.01 0.24 0.1278
H 20.0804 12.6891 15.7043 0.18 0.11 -0.05 0.0672
H 19.3929 16.3584 15.7472 0.08 -0.10 0.28 0.0514
H 22.2141 18.7599 25.3426 0.30 0.06 -0.03 0.0518
```
Forces are in eV/Å.